(1)
Entry from the Open Molecules 2025 dataset: a molecular structure, C37H67N8O3RbS2SeSi (the ωB97M-V functional and the def2-TZVPD basis).

HOMO in eV: -7.3570
LUMO in eV: 0.039
Energy above the lowest of the compared OMol25 structures with the same formula, charge and spin in kcal per mole: 0.1
Charge: 0
Strongest force on any atom in hartree/bohr: 0.0035
Calculated total energy in Ha: -5625.51518
Gap between HOMO and LUMO in eV: 7.4

```
120
C37H67N8O3RbS2SeSi | the Open Molecules 2025 dataset | the ωB97M-V functional and the def2-TZVPD basis
Rb -0.74 -0.66 0.20
C 1.44 -3.92 0.69
C 0.99 -3.46 2.08
C 1.91 -4.03 3.15
C -0.44 -3.92 2.34
O 0.97 -2.02 2.10
Si 2.22 -0.95 2.39
S 1.54 0.93 1.94
O 3.44 -1.57 1.47
C 4.85 -1.36 1.50
C 5.48 -2.18 2.61
C 5.16 0.13 1.68
C 5.37 -1.84 0.15
O 2.78 -1.15 3.93
C 2.38 -0.62 5.20
C 2.95 0.79 5.35
C 3.00 -1.55 6.24
C 0.87 -0.61 5.33
H 1.44 -5.02 0.64
H 2.43 -3.54 0.47
H 0.74 -3.56 -0.07
H 1.87 -5.12 3.13
H 1.60 -3.68 4.14
H 2.94 -3.71 2.99
H -0.50 -5.01 2.33
H -1.11 -3.53 1.57
H -0.78 -3.56 3.31
H 5.07 -1.88 3.58
H 6.56 -2.05 2.62
H 5.26 -3.24 2.46
H 4.79 0.48 2.64
H 4.68 0.72 0.90
H 6.24 0.29 1.64
H 5.10 -2.89 0.01
H 6.45 -1.74 0.08
H 4.92 -1.26 -0.66
H 4.03 0.77 5.26
H 2.69 1.20 6.32
H 2.55 1.43 4.56
H 4.08 -1.59 6.12
H 2.60 -2.56 6.13
H 2.77 -1.20 7.25
H 0.43 0.07 4.60
H 0.57 -0.30 6.33
H 0.47 -1.62 5.15
C -2.02 1.50 3.21
N -2.56 0.35 2.49
C -2.17 -0.88 3.16
C -4.00 0.48 2.35
C -4.65 -0.69 1.62
N -3.98 -1.08 0.39
C -3.98 -0.01 -0.60
C -4.61 -2.28 -0.16
H -2.37 1.52 4.25
H -2.32 2.42 2.73
H -0.93 1.45 3.21
H -2.59 -0.95 4.18
H -1.09 -0.93 3.22
H -2.52 -1.74 2.58
H -4.20 1.42 1.83
H -4.49 0.56 3.34
H -5.70 -0.42 1.42
H -4.67 -1.57 2.27
H -5.00 0.32 -0.86
H -3.48 -0.36 -1.51
H -3.43 0.84 -0.20
H -5.67 -2.11 -0.39
H -4.53 -3.09 0.56
H -4.10 -2.57 -1.08
C 0.00 -3.87 -6.98
C 0.44 -3.60 -5.55
N -0.68 -3.51 -4.62
C -0.86 -2.55 -3.67
S -1.53 -2.98 -2.18
N -0.50 -1.29 -3.94
C -0.40 -0.63 -5.24
C 0.96 -0.01 -5.50
H 0.87 -3.97 -7.63
H -0.63 -3.07 -7.36
H -0.58 -4.80 -7.03
H 1.02 -2.68 -5.49
H 1.10 -4.40 -5.22
H -1.03 -4.39 -4.29
H -0.63 -0.66 -3.16
H -1.16 0.16 -5.25
H -0.68 -1.34 -6.02
H 1.23 0.67 -4.69
H 0.94 0.56 -6.43
H 1.75 -0.76 -5.58
C 1.30 3.51 -0.42
N -0.14 3.46 -0.30
C -1.00 2.92 -1.19
Se -0.60 1.97 -2.72
N -2.25 3.21 -0.77
C -2.21 3.94 0.41
C -3.21 4.47 1.21
C -2.79 5.14 2.36
C -1.43 5.26 2.68
C -0.44 4.73 1.87
C -0.86 4.08 0.72
H 1.57 3.15 -1.41
H 1.76 2.88 0.34
H 1.63 4.55 -0.31
H -3.06 2.92 -1.29
H -4.25 4.37 0.97
H -3.53 5.57 3.02
H -1.15 5.77 3.59
H 0.60 4.80 2.13
N 5.68 -0.45 -5.12
C 4.88 -0.60 -4.32
C 3.85 -0.80 -3.32
C 3.19 -2.02 -3.23
C 2.19 -2.15 -2.29
N 1.83 -1.17 -1.46
C 2.50 -0.02 -1.53
C 3.50 0.22 -2.45
H 3.46 -2.85 -3.88
H 1.63 -3.07 -2.20
H 2.22 0.73 -0.79
H 4.01 1.18 -2.49
```

Here are the Löwdin charges for atoms 1 to 4, given in e: atom 1 (Rb): 0.52, atom 2 (C): -0.02, atom 3 (C): -0.63, atom 4 (C): -0.02



(2)
Entry from the Open Molecules 2025 dataset: a molecular structure, C37H67NO2P2RhSi5Te (the ωB97M-V functional and the def2-TZVPD basis).

HOMO in eV: -3.9095
LUMO in eV: 2.365
Energy above the lowest of the compared OMol25 structures with the same formula, charge and spin in kcal per mole: 2.4
Charge: -1
Strongest force on any atom in hartree/bohr: 0.0045
Calculated total energy in Ha: -4164.34807
Gap between HOMO and LUMO in eV: 6.3

```
116
C37H67NO2P2RhSi5Te | the Open Molecules 2025 dataset | the ωB97M-V functional and the def2-TZVPD basis
Rh 0.32 0.10 0.07
C -0.17 -0.75 3.80
P 0.12 0.52 2.50
C -1.08 1.79 3.02
C 1.71 1.24 3.10
C 2.93 0.77 2.30
P 2.54 -0.42 0.93
C 4.09 -0.30 -0.03
C 2.79 -2.01 1.82
H -0.17 -0.29 4.79
H 0.62 -1.50 3.77
H -1.12 -1.27 3.64
H -0.92 2.08 4.06
H -2.10 1.41 2.90
H -0.98 2.65 2.35
H 1.82 1.02 4.17
H 1.60 2.32 2.99
H 3.68 0.30 2.95
H 3.41 1.63 1.82
H 4.96 -0.38 0.63
H 4.12 0.67 -0.54
H 4.13 -1.09 -0.77
H 3.53 -1.89 2.61
H 3.13 -2.79 1.13
H 1.84 -2.35 2.23
C 2.67 5.44 2.17
Si 0.86 5.85 1.88
C 0.73 7.72 1.67
C -0.06 5.42 3.47
Si -0.03 4.69 0.02
Te 1.34 2.60 -0.16
Si -2.37 4.93 0.11
C -3.32 4.18 1.54
C -3.12 4.45 -1.54
C -2.62 6.80 0.34
Si 0.80 5.87 -1.84
C 0.07 7.60 -2.07
C 0.51 4.94 -3.45
C 2.66 6.05 -1.64
H 3.04 6.00 3.04
H 3.29 5.71 1.31
H 2.81 4.38 2.35
H 1.10 8.22 2.57
H -0.29 8.05 1.50
H 1.34 8.07 0.83
H 0.42 5.92 4.33
H -0.05 4.35 3.66
H -1.10 5.74 3.43
H -3.39 3.10 1.45
H -4.34 4.60 1.52
H -2.88 4.43 2.50
H -2.92 3.39 -1.73
H -2.67 5.03 -2.36
H -4.20 4.62 -1.55
H -2.30 7.11 1.33
H -3.69 7.02 0.26
H -2.10 7.40 -0.40
H -0.98 7.55 -2.36
H 0.61 8.11 -2.87
H 0.15 8.20 -1.17
H -0.55 4.80 -3.67
H 0.97 3.95 -3.42
H 0.96 5.50 -4.28
H 2.92 6.71 -0.81
H 3.10 6.47 -2.55
H 3.13 5.08 -1.46
C 2.22 0.40 -2.99
Si 0.46 0.10 -2.33
C -0.60 1.43 -3.19
C -0.06 -1.49 -3.27
C 0.89 -2.27 -3.95
C 0.54 -3.39 -4.69
C -0.79 -3.77 -4.78
C -1.76 -3.02 -4.13
C -1.39 -1.90 -3.39
H 2.20 0.36 -4.08
H 2.95 -0.34 -2.64
H 2.57 1.38 -2.68
H -0.22 1.58 -4.20
H -0.55 2.38 -2.66
H -1.64 1.12 -3.26
H 1.94 -2.00 -3.90
H 1.30 -3.97 -5.19
H -1.08 -4.65 -5.34
H -2.80 -3.30 -4.18
H -2.16 -1.34 -2.88
C -4.26 -3.20 0.72
C -3.46 -3.84 -0.22
C -2.15 -3.45 -0.42
C -1.57 -2.40 0.32
C -2.41 -1.76 1.25
C -3.72 -2.15 1.44
N -0.26 -1.99 0.09
C 0.65 -3.00 -0.17
C 1.77 -2.82 -1.00
C 2.71 -3.81 -1.20
C 2.60 -5.04 -0.57
C 1.50 -5.25 0.26
C 0.55 -4.27 0.45
H -5.29 -3.51 0.87
H -3.86 -4.64 -0.82
H -1.55 -3.93 -1.18
H -2.03 -0.90 1.78
H -4.33 -1.62 2.17
H 1.89 -1.86 -1.48
H 3.55 -3.61 -1.87
H 3.34 -5.82 -0.73
H 1.39 -6.20 0.78
H -0.28 -4.46 1.12
C -3.68 0.29 -1.23
O -2.31 -0.07 -1.09
C -1.54 0.74 -0.32
O -2.05 1.77 0.11
H -4.15 -0.54 -1.76
H -3.79 1.22 -1.79
H -4.15 0.40 -0.25
```

Here are the Löwdin charges for atoms 1 to 4, given in e: atom 1 (Rh): 0.28, atom 2 (C): -0.25, atom 3 (P): 0.80, atom 4 (C): -0.27